# C29H20Cl60FNO4S

16 unconnected molecules or ions with the total composition C29H20Cl60FNO4S in a non-equilibrium geometry (ωB97M-V/def2-TZVPD, OMol25).

Properties
Energy relative to the best compared isomer or geometry (same formula, charge and spin) ... 0.0 kJ/mol
Lowest unoccupied orbital energy ... -0.11 eV
Orbital gap ... 8.849 eV
Maximum force ... 0.02317 Eh/bohr

Positions of all 116 atoms, in Å:
1 C -3.7317 -1.1269 0.0711
2 Cl -9.9299 0.7730 -7.3697
3 Cl 16.1123 -0.0001 -4.3082
4 Cl -6.6576 2.8499 -3.5519
5 Cl 8.2588 -3.1197 1.8555
6 Cl 1.2243 -7.9466 2.2664
7 Cl 0.4759 -4.8391 3.2459
8 Cl -4.8792 -2.5150 6.5956
9 C -3.4802 -1.9090 5.7021
10 Cl 11.5770 6.0444 -3.0854
11 Cl 11.8939 4.2305 -5.3027
12 H 2.8519 0.3261 1.2893
13 H 1.8322 -2.5064 0.8365
14 Cl -9.6041 1.1539 4.4013
15 Cl -1.1888 -3.5151 -7.3112
16 Cl 6.5304 -0.8252 1.5829
17 Cl -7.4070 5.5510 -2.8764
18 Cl -8.2165 1.3926 1.8851
19 H 1.8269 -0.6121 2.4021
20 Cl 7.3650 3.8662 4.7167
21 Cl 6.9317 -2.5989 -0.6526
22 H 0.2120 0.8370 1.3390
23 S -1.8286 2.6215 2.0985
24 C -8.5380 1.8483 -7.2241
25 H -6.8601 -3.3174 0.5038
26 Cl -8.3633 4.0857 4.4519
27 Cl -1.9169 -6.7170 -3.6395
28 C 2.6058 -0.6662 1.6461
29 Cl 2.9813 3.2720 1.5224
30 H -3.2151 3.3337 -0.1355
31 C 0.3579 1.3219 0.3835
32 Cl -9.0379 3.3632 -6.4669
33 Cl 7.2179 2.3634 -2.9719
34 C -4.9422 -3.1342 -0.4453
35 F -1.2430 1.4992 2.9937
36 Cl 7.0618 1.3053 -5.6502
37 C 0.8324 -0.9223 -0.0439
38 C 1.0021 -5.1958 4.8934
39 C -3.3103 2.2600 0.0106
40 Cl 13.1324 3.6365 -2.7612
41 C -2.5099 -6.9113 -1.9897
42 Cl -2.2052 -3.1304 5.6897
43 Cl 1.5638 -3.7105 5.6665
44 Cl 5.3808 4.8670 1.5213
45 Cl 7.5135 4.1238 -5.2511
46 Cl -9.1750 6.8359 4.1690
47 C -9.4584 5.1852 3.6103
48 H -5.0574 2.7074 1.1517
49 C -6.7599 4.0337 -2.2491
50 N -2.1071 1.7556 0.7314
51 Cl 2.3167 -6.3735 4.8544
52 H -0.8188 2.9422 -0.4423
53 H -2.8450 -0.5178 -0.0159
54 C -0.9363 1.8908 -0.1844
55 C 2.1022 -1.5255 0.4698
56 Cl 9.9791 4.8867 4.0498
57 Cl -11.1349 4.7304 3.9371
58 Cl 4.9437 2.9783 -4.6289
59 C -4.6640 1.8506 0.6110
60 Cl 4.4351 3.6726 -0.9307
61 Cl -7.8107 3.4092 -0.9728
62 O -3.0436 3.0402 2.6960
63 Cl -2.8793 -0.4380 6.4769
64 Cl 15.6968 0.8579 -7.0308
65 Cl 13.5003 0.8593 -5.1675
66 Cl 0.7017 -5.2412 -5.9812
67 C -4.7771 -0.6742 0.8789
68 O -0.7987 3.5899 1.9308
69 Cl -6.7497 0.7689 4.2778
70 Cl 5.4098 -3.4901 1.6287
71 H -5.0338 -4.1035 -0.9369
72 C 8.3801 5.3109 4.6664
73 O 0.8934 0.3524 -0.5667
74 Cl -1.1440 -7.0867 -0.8871
75 C 6.7833 -2.5106 1.1041
76 C 15.2349 1.1280 -5.3471
77 Cl 0.9766 -2.3757 -5.7823
78 H -5.5635 0.7662 2.1882
79 Cl 0.0092 -10.0473 0.7242
80 Cl -1.1937 -3.7208 -4.4361
81 C -5.8988 -1.4802 1.0169
82 Cl 5.5769 2.0207 1.1247
83 C -5.9817 -2.7057 0.3634
84 C 1.5353 -9.4218 1.3465
85 Cl -7.8766 2.1794 -8.8270
86 Cl -8.5179 -1.1985 3.1164
87 C 11.7186 4.3448 -3.5483
88 Cl -5.1517 4.3006 -1.5671
89 C -0.1774 -3.7103 -5.8763
90 Cl 10.2652 3.4757 -3.0501
91 H -5.3762 1.6445 -0.1820
92 C 6.6888 2.6949 -4.6274
93 Cl -3.4444 -5.4759 -1.5360
94 Cl -3.9518 -1.5471 4.0406
95 C -4.6724 0.6590 1.5736
96 H -1.1355 1.3577 -1.1047
97 H -3.8332 0.6414 2.2596
98 Cl -7.3001 1.0737 -6.2270
99 Cl 2.2880 -10.6253 2.3972
100 Cl -9.1498 5.0867 1.8723
101 Cl 15.6465 2.7854 -4.8868
102 Cl -3.5394 -8.3443 -1.8838
103 H 2.8826 -1.5718 -0.2840
104 O -0.2231 -1.4888 0.0168
105 H -6.7278 -1.1658 1.6374
106 Cl 7.6392 6.5105 3.6007
107 Cl 8.5325 5.9832 6.2913
108 C 4.5898 3.4587 0.8128
109 C -3.8097 -2.3394 -0.5918
110 H -3.0097 -2.6850 -1.2275
111 Cl 2.6154 -9.0566 -0.0029
112 Cl -0.3568 -5.8567 5.8116
113 H 3.4736 -1.1277 2.0995
114 H -3.2498 1.8186 -0.9792
115 C -8.2772 0.5253 3.4265
116 H 1.1205 2.0855 0.4640

Atomic forces in eV per Å
-0.04 0.04 0.01
0.01 0.00 0.00
0.01 0.00 0.01
-0.02 0.08 0.06
-0.01 0.01 0.00
-0.01 -0.16 -0.22
-0.03 0.08 -0.02
0.01 0.00 -0.01
0.03 0.05 -0.10
-0.01 0.00 0.01
0.01 0.00 -0.01
0.14 0.22 0.13
0.13 -0.34 -0.17
-0.18 -0.41 -0.01
0.00 0.00 -0.01
0.04 -0.29 0.08
0.00 -0.04 0.05
-0.08 0.01 -0.06
-0.04 0.16 0.19
0.00 0.00 0.00
-0.01 0.01 0.00
-0.07 -0.01 0.19
-0.58 1.04 0.06
-0.02 0.04 0.01
-0.10 -0.11 -0.05
0.12 0.36 0.02
-0.07 -0.36 0.09
-0.28 -0.38 -0.33
0.23 0.08 0.15
-0.11 0.17 0.13
0.10 -0.14 -1.06
0.00 0.00 0.00
-0.09 -0.04 0.00
-0.25 -0.12 0.05
0.19 -0.29 0.28
0.00 0.00 0.01
-0.62 -0.30 -0.59
0.01 0.03 0.07
-0.36 -0.76 -0.11
-0.12 0.07 0.07
0.03 0.06 -0.03
-0.07 0.02 0.06
0.00 0.02 -0.01
-0.01 -0.04 0.00
-0.02 0.00 0.01
-0.03 0.02 -0.02
0.10 -0.03 -0.01
-0.07 0.10 0.10
0.06 -0.08 0.01
0.32 0.56 -0.50
0.06 0.13 0.18
0.09 0.13 -0.03
0.19 -0.04 -0.05
0.10 -0.02 0.31
0.18 0.61 0.54
0.00 0.00 0.00
0.03 -0.02 0.01
-0.02 -0.01 0.01
0.22 0.43 0.71
-0.03 0.01 -0.04
-0.13 0.04 -0.01
-0.19 -0.38 0.04
-0.01 0.03 0.01
0.00 0.00 -0.01
0.00 0.02 0.00
0.00 -0.02 0.00
0.35 -0.13 -0.20
0.45 -0.35 -0.04
-0.20 -0.02 0.37
-0.03 0.03 0.01
-0.18 0.61 0.16
-0.01 -0.05 -0.01
0.62 -0.08 0.81
0.02 0.03 0.01
0.06 -0.02 -0.03
0.06 0.01 -0.01
0.00 -0.01 0.00
0.24 0.04 -0.11
-0.03 -0.11 -0.01
0.07 0.34 -0.09
-0.05 -0.06 -0.09
-0.20 0.22 -0.04
0.12 0.23 0.11
-0.05 0.03 -0.01
0.00 0.00 0.00
-0.38 0.02 0.36
0.02 -0.01 0.05
-0.08 0.23 -0.19
-0.02 0.04 0.03
0.13 0.03 0.00
0.03 -0.02 -0.26
0.00 0.00 -0.01
0.41 -0.58 -0.15
-0.01 -0.08 -0.02
-0.58 -0.35 -0.30
-0.33 -0.28 0.02
0.19 0.21 0.01
0.01 -0.11 -0.09
0.01 0.00 0.01
-0.02 0.04 -0.01
0.03 -0.10 -0.10
0.00 0.02 0.00
-0.05 -0.09 -0.26
-0.13 0.00 0.10
0.33 0.03 -0.19
0.02 0.07 0.02
0.00 0.00 -0.01
0.06 0.12 -0.03
-0.32 -0.17 -0.03
0.24 0.10 0.01
0.01 0.01 -0.01
0.08 -0.07 -0.03
0.23 0.01 0.04
0.25 -0.12 -0.12
0.00 0.09 0.01
-0.12 0.03 0.09

Mulliken atomic charge list, values in e, 2 entries:
1 C 0.035
2 Cl -0.092

---

# C6H22O8

5 unconnected molecules or ions with the total composition C6H22O8 in a non-equilibrium geometry (ωB97M-V/def2-TZVPD, OMol25).

Properties
Structure (SMILES) ... OCCO.OCCO.OCCO.O.O
Energy relative to the best compared isomer or geometry (same formula, charge and spin) ... 240.2 kJ/mol
Lowest unoccupied orbital energy ... 0.35 eV
Orbital gap ... 10.167 eV
Maximum force ... 0.09829 Eh/bohr

Positions of all 36 atoms, in Å:
1 H -13.6474 29.0149 9.9831
2 O -7.9924 31.1143 13.3546
3 H -11.3725 29.7953 10.9059
4 H -7.0464 28.8391 16.5094
5 C -7.6394 28.3707 15.7009
6 H -7.7714 29.1586 15.0427
7 H -11.0676 29.7304 14.8397
8 C -12.2075 29.5788 11.5384
9 H -12.0946 30.2331 12.4536
10 H -7.5100 26.2472 14.9630
11 H -8.8565 27.5255 17.1391
12 O -5.8137 27.4120 14.5346
13 H -9.4349 30.6634 12.0221
14 C -13.6361 29.5213 10.9531
15 H -10.2895 27.0909 14.7647
16 H -11.5405 27.8373 11.4127
17 H -10.9182 27.4072 13.4682
18 O -11.0347 26.8474 14.2336
19 C -8.0459 29.0546 12.1578
20 H -8.6752 31.0018 14.0092
21 C -8.3491 30.5407 12.1367
22 O -14.1633 30.8061 10.9369
23 C -6.9115 27.0982 15.3552
24 H -14.2236 28.8791 11.5745
25 H -8.0048 31.1045 11.2444
26 H -14.8252 30.7735 10.2536
27 O -10.1400 29.6905 14.9225
28 O -8.8972 27.8921 16.2602
29 H -6.4417 26.5149 16.2346
30 H -5.8521 26.6475 13.8321
31 H -9.8202 29.0661 15.5497
32 O -8.1788 28.4997 10.8050
33 O -11.7941 28.3804 12.1418
34 H -9.0850 28.0630 10.8196
35 H -8.6764 28.5303 12.8120
36 H -7.1118 28.8243 12.4567

Atomic forces in eV per Å
0.24 0.32 -0.31
1.46 0.89 0.17
-0.11 1.04 -1.18
-0.27 -0.05 -0.15
0.64 -2.61 4.28
-0.60 0.74 -2.07
-1.48 -0.38 0.24
0.12 0.91 2.20
-0.86 0.26 -1.45
-0.39 1.13 -0.41
0.51 0.04 0.35
0.04 -2.62 -3.10
-0.15 -0.27 -0.06
1.64 -0.60 0.44
0.70 0.01 0.83
0.21 -1.16 -0.51
-0.41 0.40 -0.35
-0.27 -0.62 -0.07
-1.68 0.87 -3.20
-0.72 -0.29 0.17
-1.70 -0.11 -0.27
-0.10 0.54 -0.36
1.39 -1.84 0.58
-0.33 -0.52 0.84
0.76 -0.50 0.75
-0.52 0.54 -0.26
1.39 2.05 -1.68
-0.45 0.79 -0.84
-0.99 1.47 -0.28
0.70 2.55 1.77
-0.35 -1.09 1.22
-2.16 -0.74 0.92
-0.34 -1.23 0.14
1.87 0.82 -0.36
-1.28 -0.49 1.02
3.46 -0.26 0.96

Mulliken atomic charge list, values in e, 2 entries:
1 H 0.321
2 O -0.618

---

# C2H40O18

18 unconnected molecules or ions with the total composition C2H40O18 in a non-equilibrium geometry (ωB97M-V/def2-TZVPD, OMol25).

Properties
Energy relative to the best compared isomer or geometry (same formula, charge and spin) ... 147.6 kJ/mol
Lowest unoccupied orbital energy ... -0.08 eV
Orbital gap ... 10.537 eV
Maximum force ... 0.04870 Eh/bohr

Positions of all 60 atoms, in Å:
1 H -1.7472 1.0778 2.7944
2 O -0.5446 3.5367 0.1629
3 H -2.8821 -2.9364 -0.4842
4 H 0.4145 3.6093 1.5495
5 H -0.7571 -1.2522 -3.2517
6 H 1.7324 2.1114 2.4763
7 O 0.5995 3.2209 2.4321
8 H -0.6890 4.1819 -0.5322
9 H -0.3139 -2.9528 0.4418
10 H 1.4887 0.2904 -2.2385
11 H 1.6578 -0.0614 1.9628
12 H -0.8366 2.6137 -0.0094
13 H 3.8435 0.1467 -1.0349
14 H -3.5926 2.6780 1.1579
15 H 1.5908 -3.2488 -0.8623
16 O -3.8821 2.0756 0.4608
17 O 2.3944 1.3904 2.7272
18 H 2.6733 -1.9151 -3.1747
19 O -1.0719 -3.5636 0.4954
20 O -3.2918 -2.4020 -1.1788
21 O 0.9790 0.0127 -3.0072
22 H -3.5160 0.3470 2.0292
23 H -2.9972 0.5263 -0.8584
24 H -3.0841 2.0482 -0.0850
25 H -1.3309 2.0672 -2.2781
26 H -1.8294 -0.6197 -1.1462
27 H 0.6108 -1.2836 2.3726
28 O 1.4980 -2.8865 0.0165
29 O -0.8025 0.9732 2.8671
30 O 4.1548 -0.2678 0.7218
31 H -1.1040 0.7274 -3.3593
32 H -0.0481 2.4765 2.4708
33 O -0.7692 -2.0305 -2.6898
34 H -1.1047 -2.2006 3.5896
35 H -3.1763 -1.0446 1.3098
36 C -2.0201 0.4311 -1.3124
37 O 3.4176 0.5574 -1.8077
38 O 2.7212 -2.1469 -2.2432
39 H -0.5753 -2.9542 2.3675
40 H 2.7205 -1.2864 -1.7958
41 H 2.0982 -2.1938 0.2748
42 H -2.6997 1.2241 -3.2374
43 H -0.6743 -4.4313 0.5319
44 H 2.4259 1.7635 0.4553
45 O 1.8391 1.8331 -0.3046
46 H 3.3124 -0.6930 0.8044
47 C -1.7954 1.1419 -2.6370
48 H 1.2673 2.5879 -0.1280
49 H 3.0724 1.4473 -1.7973
50 O -3.0219 -0.4740 2.0659
51 O -0.3005 -2.5932 3.2277
52 H -0.4378 0.1954 2.4345
53 H 1.9533 0.8432 3.3857
54 H 4.2246 0.4861 1.3135
55 H 0.9297 0.6034 -3.7582
56 H -0.1969 0.6819 -0.4728
57 H 0.0562 -2.4724 -2.9142
58 H -2.5003 -2.1861 -1.6927
59 O 1.0280 -0.7473 1.6705
60 O -1.1101 0.9363 -0.2785

Atomic forces in eV per Å
-0.08 -0.89 -0.36
0.33 0.54 0.18
-0.13 -0.20 0.03
-0.05 -0.05 0.73
0.17 0.14 0.17
0.35 -0.10 0.69
-0.01 0.01 -0.47
-0.30 -0.45 -0.29
0.26 -0.21 -0.49
0.47 0.69 -0.52
-0.44 -0.19 0.37
-0.31 -0.04 -0.63
0.01 1.48 0.42
-0.34 0.13 0.06
0.92 0.65 -0.39
0.45 0.42 0.35
0.17 -0.15 -0.57
0.07 0.18 0.01
-0.44 0.57 0.49
0.23 -0.03 0.35
-0.79 -1.03 -0.41
-0.51 -0.27 -0.88
-0.30 0.34 -0.51
-0.26 -0.08 0.05
-0.53 0.42 -0.79
-0.10 -0.22 -1.33
0.68 -0.19 0.34
-1.30 -0.94 1.15
0.84 1.26 1.03
1.21 -0.02 -0.79
0.29 -0.45 0.52
0.06 0.19 0.34
-0.31 -0.53 -0.19
-0.03 -0.03 0.00
-0.42 0.44 -0.36
1.24 -1.04 1.40
0.38 -1.65 -1.84
0.03 -0.37 0.01
-0.21 -0.23 0.14
0.03 -0.13 -0.52
0.14 0.00 -0.52
-0.31 0.65 0.45
0.17 -0.34 -0.04
-0.02 -0.08 0.15
-0.39 0.27 -0.12
-0.76 0.02 0.75
-0.26 -0.16 0.16
-0.16 0.21 0.17
0.39 0.13 1.27
0.54 -0.45 0.98
-0.03 0.28 -0.16
-0.70 -0.09 -0.67
0.07 0.43 0.39
-0.47 -0.11 0.36
0.70 0.64 0.48
-0.07 -0.26 0.01
0.04 0.02 0.20
-0.14 -0.24 -0.36
0.04 0.06 -0.85
-0.13 1.06 -0.12

Mulliken atomic charge list, values in e, 2 entries:
1 H 0.175
2 O -0.644

---

# C10H4O3

A single C10H4O3 molecule in a non-equilibrium geometry (ωB97M-V/def2-TZVPD, OMol25).

Properties
Structure (SMILES) ... C[C@@]12C(=O)[C@@]13C(=O)C=c1c(=O)c1=C23
Energy relative to the best compared isomer or geometry (same formula, charge and spin) ... 0.0 kJ/mol
Lowest unoccupied orbital energy (spin up / spin down) ... -1.67 / -1.67 eV
Orbital gap (spin up / spin down) ... 7.756 / 7.757 eV
Maximum force ... 0.07823 Eh/bohr

Positions of all 17 atoms, in Å:
1 O 3.5748 1.7971 0.2114
2 C 0.3845 -1.7421 -0.7003
3 H 2.2728 -1.7366 -1.7509
4 H -1.3953 2.3482 0.1745
5 C -1.5442 -1.0132 1.0559
6 H -2.2101 1.2095 -0.8548
7 C -2.0446 1.5151 0.1673
8 H -3.0167 1.4679 0.6064
9 C 0.1824 0.3765 0.7807
10 C -1.1966 0.4558 0.8591
11 C 1.2876 0.8835 0.3484
12 O -2.3852 -1.6395 1.6283
13 C 2.0967 -0.0435 -0.5602
14 C 1.6935 -1.2147 -1.0122
15 O 0.0068 -2.8203 -1.2316
16 C 2.5997 1.1861 -0.0841
17 C -0.3062 -1.0298 0.3620

Atomic forces in eV per Å
0.42 0.62 -0.33
-0.46 -3.19 -1.57
0.09 -0.45 -0.10
-0.27 1.62 0.12
-0.08 0.47 2.10
0.16 -0.12 -0.53
1.00 -2.50 0.32
-0.54 0.93 0.61
-2.59 -3.05 0.39
-1.96 0.79 -1.09
2.45 -0.07 -1.48
0.17 0.07 -0.89
-1.22 1.49 1.12
0.35 -0.25 -1.08
0.21 2.43 1.37
1.05 0.22 0.91
1.23 0.99 0.15

Mulliken atomic charge list, values in e, 2 entries:
1 O -0.527
2 C 0.418

---

# C4H5N3O

A single C4H5N3O molecule in a non-equilibrium geometry (ωB97M-V/def2-TZVPD, OMol25).

Properties
Structure (SMILES) ... [H]/N=C\n1cc(O)cn1
Energy relative to the best compared isomer or geometry (same formula, charge and spin) ... 245.2 kJ/mol
Lowest unoccupied orbital energy ... 0.55 eV
Orbital gap ... 9.715 eV
Maximum force ... 0.05938 Eh/bohr

Positions of all 13 atoms, in Å:
1 C 0.4697 -0.9314 -0.1200
2 H 3.3116 0.0329 0.6457
3 N -0.3338 1.1997 0.0155
4 O 2.8225 -0.4946 -0.0267
5 H 1.5011 2.1066 -0.1177
6 N -0.6899 -0.1469 0.0256
7 H -2.1351 -1.7911 0.2913
8 H -2.6814 0.9744 -0.3176
9 C 1.5222 -0.1336 -0.0070
10 H 0.3345 -1.9682 -0.3317
11 N -3.0580 0.0875 -0.0216
12 C 0.9780 1.1791 -0.0012
13 C -2.0264 -0.6774 0.1128

Atomic forces in eV per Å
-2.92 -0.57 0.67
-0.51 -0.56 -0.81
-0.81 -1.61 0.39
1.17 0.40 0.60
0.25 0.28 0.28
1.42 -0.59 -0.78
0.50 1.50 -0.07
-0.12 0.92 0.19
0.51 1.24 -0.32
0.28 -0.50 0.28
1.68 -2.18 0.04
-0.29 0.24 -0.11
-1.15 1.43 -0.35

Mulliken atomic charge list, values in e, 2 entries:
1 C -0.513
2 H 0.348